{
  "formula": "C6H9N2OS2",
  "method": "the ωB97M-V functional and the def2-TZVPD basis",
  "gap_ev": 8.83,
  "de_lowest_kcal_mol": 22.87,
  "charge": 1,
  "molar_mass_g_mol": 189.285,
  "e_tot_ha": -1214.84815,
  "lumo_ev": -2.958,
  "symbols": ["C", "C", "C", "C", "C", "C", "N", "N", "O", "S", "S", "H", "H", "H", "H", "H", "H", "H", "H", "H"],
  "xyz": [[1.739, 1.622, 1.117], [0.315, 1.504, 0.774], [2.338, 0.436, 1.362], [0.101, 0.050, 0.680], [0.256, -1.352, -2.975], [-0.971, -0.442, 0.134], [0.920, -0.590, -3.569], [-1.220, -1.947, 0.240], [-0.325, -1.998, -2.167], [1.363, -0.994, 1.355], [-2.282, 0.369, -0.799], [2.279, 2.441, 0.769], [-0.334, 1.975, 1.592], [3.337, 0.250, 1.540], [0.139, 1.944, -0.263], [1.172, -0.333, -4.519], [-0.793, -2.309, -0.611], [-0.751, -2.392, 0.948], [-2.208, -2.112, 0.149], [-1.629, 1.279, -1.425]],
  "atomic_forces_ev_per_a": [[0.9716, -2.5878, -0.3934], [-0.5378, 1.1704, -0.3415], [-0.8949, 1.7712, 0.0996], [-0.5425, -0.8245, 0.7494], [-0.7729, -0.9289, 1.8204], [-2.1960, -1.1091, -0.7274], [0.8273, 1.0220, -1.6224], [-0.5738, 2.8234, -3.0816], [0.4279, 0.0395, -1.4356], [-0.7357, 0.5682, -0.0961], [-0.8942, -1.7825, 1.6274], [1.0035, 1.5386, 0.3347], [0.4866, -0.5150, -1.3816], [2.0075, 0.0491, 0.3136], [-0.0440, -0.0773, 1.5252], [-0.1917, -0.2510, 0.5854], [0.0485, -0.3027, -0.7035], [0.8542, -1.1685, 2.9463], [-0.5470, -0.4651, 0.5282], [1.3034, 1.0299, -0.7471]],
  "lowdin_charge": [-0.1325, -0.1923, -0.3754, -0.5506, -0.3507, -0.6021, 0.2591, 0.1933, 0.0770, 1.0304, 0.8801, 0.1011, 0.1719, 0.0519, 0.1390, 0.1266, 0.0870, 0.0898, 0.1488, -0.1525]
}